Run i
Density functional theory data (the ωB97M-V functional and the def2-TZVPD basis) for a cluster of 3 separate species, C2H10O2S2 in total.

Last column: Löwdin charge in e.
Cartesian coordinates (Å):
S (0.906, 1.269, -1.242)  0.4190
S (1.609, -0.464, -0.362)  0.4222
O (-0.828, -2.916, -0.031)  -0.0857
O (-3.769, 1.913, 2.060)  -0.0513
C (-0.784, 0.718, -1.698)  -0.4617
C (3.268, 0.021, 0.184)  -0.4817
H (4.046, -0.690, -0.098)  0.0319
H (-0.447, -3.786, 0.071)  0.0246
H (-0.387, -2.433, 0.696)  0.0161
H (3.191, 0.174, 1.255)  0.0191
H (-0.843, -0.367, -1.676)  0.0114
H (-4.148, 2.022, 2.931)  0.0278
H (-1.657, 1.198, -1.265)  0.0311
H (3.683, 0.922, -0.273)  0.0303
H (-2.941, 1.466, 2.211)  0.0227
H (-0.899, 0.953, -2.764)  0.0241

Summary:
HOMO in eV: -7.725
Orbital gap in eV: 8.21
SMILES: CSSC.O.O

=====

Run ii
Density functional theory data (the ωB97M-V functional and the def2-TZVPD basis) for a cluster of 3 separate species, C2H10O2S2 in total.

Last column: Löwdin charge in e.
Cartesian coordinates (Å):
S (-0.247, -0.119, -1.876)  0.3562
S (-0.910, 0.997, -3.492)  0.2833
O (-1.985, 4.185, 0.430)  -0.0387
O (-1.009, -0.436, 7.349)  -0.0685
C (0.979, -1.369, -2.472)  -0.5971
C (1.677, -2.235, -1.421)  -0.1488
H (-0.932, -1.390, 7.470)  0.0290
H (1.675, -0.565, -2.664)  0.0275
H (0.960, -2.888, -0.937)  0.0676
H (-2.161, 4.059, -0.491)  0.0178
H (-2.772, 4.445, 0.886)  0.0207
H (-0.016, 1.991, -3.265)  -0.1975
H (2.481, -2.730, -1.953)  0.0720
H (0.620, -1.884, -3.358)  0.0674
H (2.162, -1.564, -0.713)  0.0696
H (-0.522, -0.498, 6.508)  0.0395

Summary:
HOMO in eV: -8.837
Orbital gap in eV: 9.29
SMILES: CCSS.O.O

=====

run i takes first place; second place is 0.0050 hartree up.

=====

Run i
Density functional theory data (the ωB97M-V functional and the def2-TZVPD basis) for a cluster of 2 separate species, C4H12N2OS in total.

Last column: Löwdin charge in e.
Cartesian coordinates (Å):
S (1.216, 1.200, 0.812)  0.5761
O (0.044, 1.243, 1.620)  -0.3890
N (0.689, 1.267, -0.606)  -0.2573
N (-1.905, -0.388, -0.333)  -0.0701
C (-2.436, 0.687, -1.233)  -0.0908
C (-0.851, -1.207, -0.734)  -0.2957
C (2.399, -0.098, 1.291)  -0.2049
C (-0.278, -2.027, 0.107)  -0.0952
H (1.227, 1.341, -1.530)  0.0726
H (-1.686, 1.434, -1.438)  0.0383
H (-1.849, -0.095, 0.570)  0.0497
H (2.672, -0.031, 2.441)  0.1081
H (3.212, 0.151, 0.648)  0.0221
H (-2.773, 0.203, -2.158)  0.0745
H (2.118, 2.296, 1.095)  0.0699
H (-3.270, 1.222, -0.771)  0.0753
H (-0.356, -2.160, 1.261)  0.0942
H (-0.596, -1.171, -1.776)  0.1081
H (1.924, -1.128, 0.998)  0.0658
H (0.498, -2.739, -0.263)  0.0485

Summary:
HOMO in eV: -7.585
Orbital gap in eV: 7.93
SMILES: C[S@@H](=N)=O.C=CNC

=====

Run ii
Density functional theory data (the ωB97M-V functional and the def2-TZVPD basis) for an isolated molecule of C4H12N2OS.

Last column: Löwdin charge in e.
Cartesian coordinates (Å):
S (-1.769, 0.708, -1.946)  0.6857
O (-0.036, -0.204, 2.616)  -0.0837
N (0.891, 2.119, -0.874)  0.0014
N (0.377, -1.323, 0.642)  -0.0302
C (1.255, 0.748, -0.604)  -0.2445
C (-0.700, -0.683, -1.348)  -0.4835
C (-0.350, -1.388, 1.888)  -0.2641
C (0.044, -0.112, -0.089)  -0.4105
H (-0.144, -0.684, -2.345)  0.0580
H (1.698, 0.232, -1.500)  0.1191
H (-0.833, 0.377, 2.702)  0.1019
H (0.987, 2.244, -1.798)  0.0040
H (-0.098, -2.085, 2.632)  0.1046
H (2.092, 0.674, 0.132)  0.1177
H (-1.401, -1.480, 1.544)  0.1283
H (-0.733, 0.569, 0.409)  0.1267
H (1.354, 2.897, -0.405)  0.0846
H (1.191, -1.751, 0.504)  0.0634
H (-1.132, -1.733, -1.128)  0.1045
H (-2.695, 0.876, -1.032)  -0.1833

Summary:
HOMO in eV: -8.107
Orbital gap in eV: 8.91
SMILES: NC[C@@H](CS)NCO

=====

run ii takes first place; second place is 0.0663 hartree up.

=====

Run i
Density functional theory data (the ωB97M-V functional and the def2-TZVPD basis) for a cluster of 2 separate species, C8H14 in total.

Last column: Löwdin charge in e.
Cartesian coordinates (Å):
C (-1.974, -0.282, 0.449)  -0.2825
C (1.964, 0.411, -0.651)  -0.2332
C (-1.995, -0.420, -1.064)  -0.1622
C (-0.923, -1.153, 1.060)  -0.2766
C (1.033, 0.290, 0.520)  -0.3281
C (0.323, -0.932, 0.464)  -0.1090
C (2.289, 1.548, -1.207)  0.0089
C (1.097, 1.224, 1.559)  0.1194
H (-0.932, -0.964, 2.179)  0.1554
H (-1.229, -2.224, 0.950)  0.1350
H (-2.595, -1.289, -1.488)  0.0930
H (2.899, 1.436, -2.084)  0.0602
H (-2.447, 0.402, -1.614)  0.0597
H (0.911, -1.892, 0.240)  0.1381
H (2.577, -0.530, -0.709)  0.1155
H (0.237, 1.653, 2.104)  0.0729
H (1.749, 2.431, -0.993)  0.0550
H (-1.664, 0.778, 0.800)  0.1212
H (2.071, 1.493, 1.918)  0.0637
H (-2.923, -0.409, 1.090)  0.1290
H (0.409, -1.057, -2.223)  0.1154
H (-0.876, -0.514, -1.301)  -0.0510

Summary:
HOMO in eV: -6.883
Orbital gap in eV: 5.10

=====

Run ii
Density functional theory data (the ωB97M-V functional and the def2-TZVPD basis) for an isolated molecule of C8H14.

Last column: Löwdin charge in e.
Cartesian coordinates (Å):
C (1.549, 1.013, -1.484)  -0.2658
C (-1.285, -0.009, 0.937)  -0.3478
C (0.425, 0.099, -0.945)  -0.2035
C (-2.228, -2.285, 0.946)  0.0115
C (2.922, 0.644, -0.932)  -0.1198
C (-1.004, 0.198, 2.218)  0.0568
C (-0.681, 0.830, -0.170)  -0.1708
C (-2.261, -1.032, 0.523)  -0.1580
H (-1.422, -2.609, 1.603)  0.0648
H (-3.061, -0.762, -0.163)  0.1057
H (-1.479, -0.372, 3.010)  0.0662
H (0.869, -0.670, -0.304)  0.1074
H (-1.506, 1.081, -0.853)  0.1175
H (3.182, -0.368, -1.221)  0.0705
H (0.011, -0.499, -1.765)  0.1093
H (1.588, 0.961, -2.573)  0.0987
H (-2.927, -3.063, 0.686)  0.0503
H (1.325, 2.045, -1.216)  0.0950
H (-0.278, 1.753, 0.244)  0.1054
H (-0.281, 0.946, 2.528)  0.0644
H (2.885, 0.711, 0.165)  0.0760
H (3.656, 1.388, -1.234)  0.0661

Summary:
HOMO in eV: -9.069
Orbital gap in eV: 10.20
SMILES: C=CC(=C)CCCC

=====

run ii takes first place; second place is 0.2689 hartree up.

=====

Run i
Density functional theory data (the ωB97M-V functional and the def2-TZVPD basis) for a cluster of 2 separate species, C3H4O4 in total.

Last column: Löwdin charge in e.
Cartesian coordinates (Å):
O (2.079, 1.016, 0.377)  0.1120
O (-0.516, 0.176, 0.605)  -0.0706
O (1.687, -0.826, -0.767)  0.0608
O (-3.546, -1.616, -0.219)  0.1760
C (-2.696, -0.861, 0.022)  -0.1743
C (-1.837, 0.123, 0.096)  -0.1522
C (2.443, 0.028, -0.378)  -0.3759
H (1.208, 1.036, 0.828)  0.1150
H (-2.324, 1.154, 0.024)  0.1478
H (0.123, -0.412, 0.189)  0.0412
H (3.380, 0.182, -0.777)  0.1203

Summary:
HOMO in eV: -8.873
Orbital gap in eV: 9.10
SMILES: O=C=CO.O=CO

=====

Run ii
Density functional theory data (the ωB97M-V functional and the def2-TZVPD basis) for an isolated molecule of C3H4O4.

Last column: Löwdin charge in e.
Cartesian coordinates (Å):
O (0.695, -0.140, 1.289)  0.0751
O (-1.253, 1.069, -0.530)  0.0295
O (-0.485, -2.013, 1.753)  0.1769
O (-0.496, -1.114, -0.324)  0.0971
C (-0.189, 0.185, -0.798)  -0.3478
C (-0.115, -1.174, 0.999)  -0.5445
C (0.990, 0.580, 0.078)  -0.0506
H (-2.080, 0.569, -0.577)  0.1175
H (0.005, 0.159, -1.874)  0.1637
H (0.973, 1.651, 0.288)  0.1422
H (1.953, 0.227, -0.304)  0.1408

Summary:
HOMO in eV: -11.294
Orbital gap in eV: 11.93
SMILES: O=C1OC[C@H](O)O1

=====

run ii takes first place; second place is 0.0791 hartree up.

=====

Run i
Density functional theory data (the ωB97M-V functional and the def2-TZVPD basis) for a cluster of 2 separate species, C6H10N2O2 in total.

Last column: Löwdin charge in e.
Cartesian coordinates (Å):
O (-0.233, -2.519, -2.322)  0.0284
O (-1.125, 3.633, 1.165)  -0.2194
N (-1.348, 2.607, -1.055)  0.1259
N (-0.688, -1.351, -0.426)  0.0210
C (0.231, -1.613, 0.652)  -0.2277
C (1.687, -1.884, 0.379)  -0.0369
C (-0.625, -1.503, -1.762)  -0.3217
C (-0.421, -0.262, 0.471)  -0.2009
C (-0.501, 2.092, -0.381)  -0.1857
C (0.355, 0.957, 0.020)  -0.1138
H (1.023, 0.728, -0.823)  0.1307
H (0.993, 1.296, 0.851)  0.1337
H (-0.199, -2.222, 1.453)  0.1445
H (1.828, -2.945, 0.137)  0.0897
H (-1.308, 2.943, 1.824)  0.0178
H (2.079, -1.291, -0.456)  0.0819
H (-1.002, -0.630, -2.326)  0.1416
H (2.274, -1.659, 1.280)  0.0858
H (-1.243, -0.034, 1.154)  0.1495
H (-1.777, 3.656, 0.165)  0.1556

Summary:
HOMO in eV: -10.006
Orbital gap in eV: 10.45
SMILES: C[C@H]1[C@@H](CC#N)N1C=O.O

=====

Run ii
Density functional theory data (the ωB97M-V functional and the def2-TZVPD basis) for a cluster of 2 separate species, C6H10N2O2 in total.

Last column: Löwdin charge in e.
Cartesian coordinates (Å):
O (-0.643, -2.331, -1.628)  -0.0522
O (2.023, 0.686, 2.381)  -0.1112
N (-0.748, 1.314, -1.156)  0.0783
N (-2.276, -1.189, -1.043)  0.0962
C (0.488, 0.864, -0.537)  -0.2441
C (1.015, 1.586, 1.892)  -0.1390
C (0.464, 0.522, 0.926)  -0.2131
C (-0.965, -1.170, -1.146)  -0.4995
C (-0.201, 0.037, -1.575)  -0.1875
C (1.628, -0.337, 1.453)  -0.1371
H (1.458, 2.468, 1.404)  0.1210
H (-1.989, -2.540, -1.536)  0.2839
H (-2.648, -0.269, -0.817)  0.0647
H (0.291, -0.045, -2.547)  0.1596
H (2.418, -0.547, 0.715)  0.1251
H (1.416, 1.335, -0.878)  0.1542
H (-0.523, 0.145, 1.220)  0.1477
H (1.348, -1.271, 1.960)  0.1229
H (-0.594, 2.037, -1.852)  0.1096
H (0.334, 1.913, 2.690)  0.1205

Summary:
HOMO in eV: -9.694
Orbital gap in eV: 10.29

=====

run i takes first place; second place is 0.0318 hartree up.

=====

Run i
Density functional theory data (the ωB97M-V functional and the def2-TZVPD basis) for a cluster of 2 separate species, C6H10N2O2 in total.

Last column: Löwdin charge in e.
Cartesian coordinates (Å):
O (0.303, 0.835, -0.375)  -0.0880
O (6.565, -1.724, -2.478)  0.0032
N (4.608, -0.939, -1.550)  0.0636
N (2.093, -1.764, -3.049)  0.0820
C (5.839, -0.803, -2.120)  -0.3450
C (3.133, -2.690, -2.591)  -0.2150
C (3.927, -2.206, -1.377)  -0.2678
C (1.652, -2.468, -0.734)  -0.0389
C (1.726, -2.889, -2.170)  -0.2536
C (2.874, -2.171, -0.280)  -0.0330
H (6.186, 0.249, -2.118)  0.1297
H (0.800, 0.765, 0.497)  0.0666
H (4.174, -0.118, -1.125)  0.1434
H (1.095, -3.680, -2.576)  0.1379
H (4.704, -2.946, -1.139)  0.1501
H (-0.242, 0.044, -0.425)  0.0131
H (1.848, -1.961, -4.016)  0.0959
H (3.114, -1.824, 0.726)  0.1088
H (3.617, -3.325, -3.332)  0.1476
H (0.719, -2.281, -0.202)  0.0994

Summary:
HOMO in eV: -9.386
Orbital gap in eV: 10.01
SMILES: O=CN[C@H]1C=C[C@H]2N[C@@H]12.O

=====

Run ii
Density functional theory data (the ωB97M-V functional and the def2-TZVPD basis) for a cluster of 2 separate species, C6H10N2O2 in total.

Last column: Löwdin charge in e.
Cartesian coordinates (Å):
O (2.052, 0.714, 0.989)  0.0580
O (-2.317, -0.877, 0.777)  0.0708
N (-1.257, 2.224, -0.843)  0.0719
N (-0.762, 1.203, -1.224)  0.1592
C (-0.501, -2.236, -0.177)  0.0030
C (1.252, 0.123, 0.283)  -0.4359
C (-1.136, -1.008, 0.471)  -0.4037
C (1.716, -0.228, -1.077)  -0.0598
C (-0.477, 1.190, 1.660)  -0.0747
C (-0.204, 0.151, 0.662)  -0.2185
H (-1.670, 2.803, -1.450)  0.0372
H (-0.278, -2.205, -1.282)  0.1040
H (0.482, 1.922, 1.728)  0.1360
H (1.223, -0.844, -1.783)  0.0431
H (0.448, -2.286, 0.208)  0.0424
H (-0.807, 0.660, 2.571)  0.1013
H (2.010, 0.648, -1.663)  0.0965
H (2.626, -0.830, -1.172)  0.0946
H (-1.150, -3.072, 0.085)  0.0918
H (-1.250, 1.947, 1.238)  0.0831

Summary:
HOMO (alpha / beta) in eV: -8.589 / -8.919
Orbital gap (alpha / beta) in eV: 8.19 / 8.14

=====

run i takes first place; second place is 0.1093 hartree up.